(1)
Density functional theory data (ωB97M-V/def2-TZVPD) for an isolated molecule of C4H9NO2 in a non-equilibrium geometry.

Summary:
HOMO energy in eV: -9.30
Max |F| in hartree/bohr: 0.0308
SMILES: CN[C@@H](C=O)CO
Lowest unoccupied orbital energy in eV: 0.74
Calculated total energy in Eh: -362.99887
Orbital gap in eV: 10.0419

Last column: natural (NBO) charge in e.
Cartesian coordinates (Å):
C 1.70520 -1.18868 0.80940  -0.440
N 0.50698 -0.62775 1.43039  -0.602
C -0.26435 0.24863 0.52411  -0.189
C 0.58038 1.22145 -0.28140  0.421
O 0.90332 1.04954 -1.42673  -0.513
C -1.26042 -0.61789 -0.22314  -0.055
O -2.23783 0.12423 -0.90929  -0.733
H 2.64001 -0.60835 0.84504  0.182
H 1.89899 -2.20966 1.14564  0.203
H 1.50328 -1.33711 -0.24953  0.205
H 0.76872 -0.14878 2.28139  0.365
H -0.88263 0.89180 1.18209  0.208
H 0.95846 2.09223 0.28332  0.109
H -1.85567 -1.14410 0.51425  0.195
H -0.77320 -1.37082 -0.86380  0.168
H -1.97980 0.85854 -1.43493  0.476

Forces on atoms 1 to 6 (eV/Å):
0.1064 -0.7535 -0.7748
0.7466 0.5337 -0.3362
-0.7901 0.2104 1.3562
0.2204 -0.6695 -0.0318
-0.1451 0.1103 -0.1579
0.1148 0.1573 -0.5542

***

(2)
Density functional theory data (ωB97M-V/def2-TZVPD) for an isolated molecule of C4H9NO2 in a non-equilibrium geometry.

Summary:
HOMO energy in eV: -9.79
Max |F| in hartree/bohr: 0.0301
SMILES: C=NOOC(C)C
Lowest unoccupied orbital energy in eV: 1.13
Calculated total energy in Eh: -362.88254
Orbital gap in eV: 10.9175

Last column: natural (NBO) charge in e.
Cartesian coordinates (Å):
C 2.69198 -1.55487 0.30551  -0.148
N 1.64287 -1.25920 -0.31627  -0.129
O 0.46181 -1.63848 0.24715  -0.136
O -0.60066 -1.02352 -0.45317  -0.246
C -0.54707 0.39347 -0.30606  0.068
C -0.74003 0.81918 1.14679  -0.638
C -1.63070 0.93761 -1.22258  -0.620
H 2.71977 -2.12841 1.23333  0.173
H 3.61907 -1.25586 -0.15023  0.196
H 0.44035 0.74036 -0.65846  0.188
H 0.02498 0.38196 1.77851  0.218
H -0.68559 1.90510 1.22629  0.211
H -1.71307 0.48467 1.50293  0.210
H -1.61680 2.02266 -1.20214  0.217
H -1.46159 0.59432 -2.24158  0.223
H -2.60531 0.58100 -0.89001  0.212

Forces on atoms 1 to 6 (eV/Å):
-0.0133 -0.7546 0.7339
-0.4475 0.8502 -1.2153
0.5071 -0.2911 1.0197
-0.1241 -0.1399 -0.6223
0.3954 0.7288 0.3203
-0.0793 -0.1394 -0.3284

***

(3)
Density functional theory data (ωB97M-V/def2-TZVPD) for an isolated molecule of C4H9NO2.

Summary:
HOMO energy in eV: -9.93
Max |F| in hartree/bohr: 0.0087
SMILES: C[C@@H](O)C/N=C/O
Lowest unoccupied orbital energy in eV: 0.93
Calculated total energy in Eh: -363.03825
Orbital gap in eV: 10.8597

Last column: natural (NBO) charge in e.
Cartesian coordinates (Å):
C 1.16361 -1.53899 -1.34218  -0.622
C 0.12910 -0.52477 -0.89141  0.090
O -0.99133 -1.25133 -0.41593  -0.723
C 0.67527 0.38666 0.21105  -0.257
N -0.30709 1.39556 0.55196  -0.522
C -0.94799 1.28359 1.63324  0.404
O -1.89369 2.16873 1.99091  -0.669
H 2.04091 -1.03731 -1.76509  0.210
H 0.73502 -2.19572 -2.10349  0.223
H 1.47883 -2.16180 -0.49762  0.211
H -0.16981 0.10542 -1.74480  0.162
H -1.68264 -0.60813 -0.21044  0.470
H 0.95481 -0.24604 1.07090  0.176
H 1.57668 0.89475 -0.15526  0.202
H -0.83543 0.49982 2.39046  0.152
H -1.92624 2.82955 1.27770  0.490

Forces on atoms 1 to 6 (eV/Å):
0.0201 -0.0287 -0.0125
0.2946 0.1091 -0.1291
-0.2515 0.1124 0.0507
0.0928 -0.1019 -0.0253
-0.2597 -0.0313 0.3652
0.2560 -0.0793 -0.2355

***

(4)
Density functional theory data (ωB97M-V/def2-TZVPD) for a cluster of 2 separate species, C4H9NO2 in total in a non-equilibrium geometry.

Summary:
HOMO energy in eV: -8.98
Max |F| in hartree/bohr: 0.0652
SMILES: O=CCO.C=CN
Lowest unoccupied orbital energy in eV: 0.72
Calculated total energy in Eh: -362.98100
Orbital gap in eV: 9.7015

Last column: natural (NBO) charge in e.
Cartesian coordinates (Å):
O -0.10670 -2.43872 0.96956  -0.550
C -0.59354 -1.45952 0.45259  0.414
C -1.25352 -0.30963 1.33211  -0.167
O -1.90245 0.68755 0.59233  -0.735
H -1.13645 -1.48889 -0.52399  0.111
H -2.02597 -0.82238 1.91449  0.207
H -0.52030 0.09201 2.04789  0.165
H -1.23461 1.18604 0.08738  0.484
C 1.26930 -0.57179 -1.20111  -0.502
C 1.30265 0.53802 -0.43424  0.010
N 0.53053 1.66464 -0.66357  -0.844
H 0.77453 -0.54799 -2.16100  0.195
H 2.00971 -1.34041 -1.06936  0.228
H 1.80200 0.52968 0.52562  0.202
H 0.87055 2.52068 -0.24943  0.395
H 0.21425 1.76072 -1.61929  0.388

Forces on atoms 1 to 6 (eV/Å):
0.4919 0.7960 -0.5409
-2.9117 -0.4771 1.5926
1.1372 -0.3749 -0.2562
0.0204 -0.0284 -0.3350
0.8708 0.0273 -0.2395
0.1539 -0.0789 -0.1068

***

(5)
Density functional theory data (ωB97M-V/def2-TZVPD) for an isolated molecule of C4H9NO2.

Summary:
HOMO energy in eV: -9.50
Max |F| in hartree/bohr: 0.0123
SMILES: COC/C(C)=N\O
Lowest unoccupied orbital energy in eV: 0.75
Calculated total energy in Eh: -362.95259
Orbital gap in eV: 10.2473

Last column: natural (NBO) charge in e.
Cartesian coordinates (Å):
C 2.03847 0.25245 -0.29794  -0.257
O 1.31490 -0.37399 0.73332  -0.528
C 0.08368 0.24881 1.01160  -0.142
C -1.02911 -0.11331 0.03902  0.213
C -1.21464 -1.56376 -0.28083  -0.660
N -1.86520 0.69242 -0.49124  -0.130
O -1.55380 2.05516 -0.27048  -0.585
H 3.00830 -0.24730 -0.35542  0.202
H 1.53473 0.16208 -1.27368  0.164
H 2.20482 1.32017 -0.08324  0.167
H 0.19549 1.33525 1.10933  0.195
H -0.23452 -0.14203 1.98503  0.214
H -1.63889 -2.09769 0.57562  0.227
H -0.24214 -2.00994 -0.50884  0.232
H -1.88223 -1.66648 -1.13881  0.238
H -0.71983 2.14816 -0.75343  0.453

Forces on atoms 1 to 6 (eV/Å):
0.1489 0.0941 -0.1979
-0.0142 -0.0654 0.0363
-0.1960 0.1283 0.1325
-0.1714 0.0437 -0.1079
-0.0454 -0.0837 0.0017
0.3917 -0.4897 -0.0869

***

(6)
Density functional theory data (ωB97M-V/def2-TZVPD) for an isolated molecule of C4H9NO2.

Summary:
HOMO energy in eV: -9.68
Max |F| in hartree/bohr: 0.0088
SMILES: C/N=C/OCCO
Lowest unoccupied orbital energy in eV: 0.94
Calculated total energy in Eh: -363.01211
Orbital gap in eV: 10.6209

Last column: natural (NBO) charge in e.
Cartesian coordinates (Å):
C -1.35205 -1.99248 0.73192  -0.419
N -0.47002 -0.92078 0.33955  -0.540
C 0.74852 -0.90882 0.66690  0.446
O 1.60035 0.07355 0.36608  -0.496
C 1.29158 1.01194 -0.69562  -0.109
C 0.12071 1.98716 -0.58906  -0.085
O -1.14696 1.41463 -0.64368  -0.755
H -2.12338 -1.58836 1.39764  0.208
H -1.86015 -2.37306 -0.15931  0.209
H -0.84105 -2.82267 1.23832  0.178
H 1.23243 -1.70179 1.24875  0.152
H 2.20559 1.60699 -0.77421  0.202
H 1.14704 0.43729 -1.61677  0.187
H 0.23313 2.68220 0.26138  0.159
H 0.26403 2.58933 -1.50017  0.176
H -1.04979 0.50489 -0.27173  0.488

Forces on atoms 1 to 6 (eV/Å):
-0.0665 -0.1723 0.0480
0.4452 0.0536 0.0391
-0.3888 -0.1100 0.0067
-0.0805 0.0748 0.1131
-0.0696 0.0506 -0.2399
0.3978 0.1931 -0.0090

***

(7)
Density functional theory data (ωB97M-V/def2-TZVPD) for an isolated molecule of C4H9NO2 in a non-equilibrium geometry.

Summary:
HOMO energy in eV: -9.43
Max |F| in hartree/bohr: 0.1108
SMILES: N[C@H](C=O)CCO
Lowest unoccupied orbital energy in eV: 0.77
Calculated total energy in Eh: -362.94617
Orbital gap in eV: 10.2007

Last column: natural (NBO) charge in e.
Cartesian coordinates (Å):
N 1.05299 0.81254 1.28939  -0.829
C 0.01488 -0.09115 0.96007  -0.108
C 0.15786 -1.64766 0.86832  0.391
O 1.20761 -2.18726 1.11812  -0.570
C -0.10753 -0.43805 -0.83809  -0.445
C -0.43936 1.01806 -1.40482  -0.070
O -1.59157 1.53715 -0.76368  -0.700
H 1.61225 0.33953 1.99806  0.381
H 1.67416 1.00079 0.51026  0.374
H -1.00705 0.05312 1.36761  0.183
H -0.83642 -2.17155 0.91147  0.131
H -0.96616 -1.08663 -1.07505  0.227
H 0.84743 -0.84172 -1.17227  0.235
H -0.60156 1.06450 -2.48228  0.186
H 0.48734 1.60937 -1.33909  0.150
H -1.50488 1.02896 0.05200  0.463

Forces on atoms 1 to 6 (eV/Å):
0.0280 -0.8167 0.4113
-1.2659 -3.7051 -4.1422
0.5837 1.5824 4.4267
-0.0732 -0.5705 -0.9562
-1.2638 3.5854 0.6891
0.8348 -0.9783 -0.7796